1.
This record from the OMol25 dataset describes a molecular structure, C30H34Cl2CrN7O2SSi in a non-equilibrium geometry. The level of theory is ωB97M-V with the def2-TZVPD basis set.

Summary:
ΔE to the lowest compared entry with this formula, charge and spin in kcal per mole: 22.3
Maximum force in Eh/bohr: 0.0313
HOMO energy (spin up / spin down) in eV: -7.419 / -7.436
Kohn-Sham gap (spin up / spin down) in eV: 6.7 / 7.2

```
! RIJCOSX wB97M-V def2-TZVPD def2/J DEFGRID3
* xyz 0 2
Cr 0.588 -0.527 0.305
Cl 3.557 -6.397 1.480
C 3.266 -4.819 0.849
C 2.554 -3.900 1.602
C 2.237 -2.658 1.059
N 1.392 -1.726 1.607
C 0.965 -1.771 2.879
O 1.387 -2.458 3.804
C -0.210 -0.874 3.053
C -0.773 -0.691 4.310
C -1.925 0.062 4.431
C -2.487 0.578 3.269
C -1.859 0.352 2.056
N -0.729 -0.340 1.934
C 2.676 -2.314 -0.240
C 3.426 -3.239 -0.961
C 3.700 -4.487 -0.431
Cl 4.529 -5.645 -1.399
N 2.240 -1.107 -0.767
C 3.123 -0.482 -1.588
O 4.330 -0.703 -1.602
C 2.564 0.494 -2.574
C 3.454 1.274 -3.315
C 2.961 2.110 -4.298
C 1.591 2.128 -4.516
C 0.793 1.298 -3.743
N 1.256 0.499 -2.796
H 2.221 -4.147 2.596
H -0.284 -1.144 5.157
H -2.368 0.246 5.397
H -3.400 1.151 3.304
H -2.275 0.756 1.140
H 3.776 -2.987 -1.947
H 4.508 1.190 -3.110
H 3.621 2.747 -4.869
H 1.150 2.765 -5.269
H -0.280 1.285 -3.871
C -0.116 6.119 -0.936
Si -1.172 4.554 -0.659
C -2.756 5.082 0.265
C -1.593 3.825 -2.357
C -0.065 3.440 0.415
C 0.666 3.980 1.459
C 1.555 3.203 2.197
C 1.732 1.882 1.841
N 1.031 1.322 0.856
C 0.131 2.075 0.175
S -0.803 1.117 -0.892
H -0.642 6.830 -1.563
H 0.824 5.879 -1.423
H 0.116 6.624 -0.003
H -3.283 5.808 -0.346
H -2.536 5.558 1.215
H -3.436 4.258 0.455
H -2.050 4.580 -2.988
H -2.272 2.985 -2.283
H -0.694 3.472 -2.850
H 0.533 5.020 1.707
H 2.095 3.627 3.028
H 2.424 1.234 2.365
C -2.243 -4.493 -0.953
C -2.441 -3.335 0.035
C -3.094 -3.829 1.328
C -3.300 -2.227 -0.587
N -1.172 -2.723 0.445
N -0.352 -2.225 -0.612
H -3.186 -5.013 -1.102
H -1.515 -5.206 -0.566
H -1.898 -4.131 -1.922
H -4.120 -4.137 1.145
H -3.095 -3.025 2.062
H -2.547 -4.675 1.741
H -4.323 -2.568 -0.719
H -2.925 -1.922 -1.564
H -3.295 -1.362 0.071
H -0.623 -3.381 0.997
H -0.968 -1.764 -1.286
H 0.132 -2.976 -1.123
*
```

2.
This record from the OMol25 dataset describes a molecular structure, C30H34FeN8O2S2 in a non-equilibrium geometry. The level of theory is ωB97M-V with the def2-TZVPD basis set.

Summary:
ΔE to the lowest compared entry with this formula, charge and spin in kcal per mole: 4.5
Maximum force in Eh/bohr: 0.0243
HOMO energy (spin up / spin down) in eV: -12.789 / -12.782
Kohn-Sham gap (spin up / spin down) in eV: 7.2 / 7.2

```
! RIJCOSX wB97M-V def2-TZVPD def2/J DEFGRID3
* xyz 2 1
Fe 0.247 -0.180 0.329
C 3.324 4.837 -3.504
C 2.543 3.639 -3.009
C 2.552 2.443 -3.687
C 1.874 1.306 -3.212
C 1.780 0.145 -4.019
N 1.233 -0.935 -3.592
C 0.734 -2.069 -4.374
C -0.788 -2.109 -4.265
C -1.239 -2.254 -2.815
N -2.696 -2.427 -2.746
C -3.425 -2.744 -1.725
C -3.104 -2.837 -0.346
C -3.851 -3.800 0.369
C -3.637 -4.085 1.691
C -4.364 -5.210 2.395
C -2.695 -3.294 2.356
C -1.974 -2.286 1.739
C -1.113 -1.457 2.569
N -0.305 -0.580 2.151
C 0.304 0.308 3.137
C -0.424 1.664 3.151
C -0.973 2.132 1.795
N -0.076 1.848 0.670
C 0.290 2.781 -0.111
C 1.107 2.607 -1.311
C 1.758 3.704 -1.853
C 1.206 1.350 -1.953
O 0.669 0.295 -1.473
C -2.145 -2.013 0.342
O -1.541 -1.060 -0.237
H 3.465 4.800 -4.584
H 4.316 4.866 -3.045
H 2.821 5.774 -3.256
H 3.094 2.370 -4.629
H 2.139 0.165 -5.048
H 0.912 -0.845 -2.613
H 1.171 -2.989 -3.981
H 1.035 -1.970 -5.416
H -1.153 -2.942 -4.874
H -1.198 -1.182 -4.679
H -0.979 -1.379 -2.232
H -0.768 -3.115 -2.339
H -3.185 -2.380 -3.631
H -4.433 -3.051 -1.997
H -4.603 -4.375 -0.169
H -5.264 -5.504 1.854
H -4.652 -4.924 3.409
H -3.723 -6.091 2.476
H -2.525 -3.464 3.419
H -1.211 -1.591 3.649
H 1.342 0.426 2.855
H 0.278 -0.116 4.141
H 0.266 2.406 3.565
H -1.274 1.615 3.833
H -1.212 3.196 1.854
H -1.900 1.598 1.589
H -0.025 3.807 0.106
H 1.660 4.662 -1.343
N 0.158 -4.103 -0.065
C 1.298 -3.398 -0.335
N 1.491 -2.124 -0.096
C 2.755 -1.731 -0.505
C 3.492 -2.688 -1.104
S 2.623 -4.171 -1.140
C 3.200 -0.364 -0.208
C 4.341 0.183 -0.668
S 4.570 1.747 -0.001
C 3.083 1.572 0.872
N 2.441 0.444 0.648
N 2.716 2.534 1.760
H -0.453 -3.704 0.631
H 0.237 -5.107 -0.032
H 4.509 -2.626 -1.468
H 5.087 -0.254 -1.317
H 3.175 3.428 1.744
H 1.799 2.493 2.158
*
```

3.
This record from the OMol25 dataset describes a molecular structure, C30H34GeN5OPbS4 in a non-equilibrium geometry. The level of theory is ωB97M-V with the def2-TZVPD basis set.

Summary:
ΔE to the lowest compared entry with this formula, charge and spin in kcal per mole: 48.2
Maximum force in Eh/bohr: 0.0469
HOMO energy (spin up / spin down) in eV: -17.330 / -17.330
Kohn-Sham gap (spin up / spin down) in eV: 3.4 / 3.4

```
! RIJCOSX wB97M-V def2-TZVPD def2/J DEFGRID3
* xyz 4 2
Pb 0.299 1.377 1.482
N -1.012 5.783 0.649
C -0.842 4.481 0.776
S 0.793 3.916 1.110
N -1.885 3.700 0.645
N -1.801 2.395 0.776
C -2.773 1.630 0.454
C -2.686 0.182 0.642
C -3.728 -0.644 0.251
C -3.622 -2.011 0.472
C -2.478 -2.508 1.080
C -1.475 -1.618 1.426
N -1.573 -0.306 1.204
H -0.242 6.427 0.735
H -1.941 6.167 0.527
H -3.685 2.048 0.037
H -4.614 -0.218 -0.204
H -4.428 -2.676 0.190
H -2.369 -3.563 1.291
H -0.564 -1.965 1.903
C 3.173 -2.587 5.705
C 3.626 -2.776 4.266
S 2.705 -1.560 3.246
C 3.638 -0.004 3.464
C 3.085 0.961 4.497
S 1.330 1.474 4.378
C 0.416 0.407 5.604
C 1.154 -0.639 6.425
S 1.394 -2.206 5.561
H 3.684 -1.768 6.208
H 3.294 -3.488 6.307
H 3.335 -3.751 3.874
H 4.698 -2.652 4.122
H 3.671 0.467 2.480
H 4.663 -0.274 3.725
H 3.632 1.902 4.435
H 3.233 0.581 5.503
H -0.419 -0.029 5.058
H 0.016 1.141 6.304
H 0.509 -0.876 7.277
H 2.103 -0.298 6.830
C -0.203 2.552 -2.834
Ge 0.210 0.668 -3.128
C 1.958 0.334 -3.806
C 2.609 1.464 -4.327
C 3.847 1.317 -4.929
C 4.447 0.063 -4.981
C 3.806 -1.055 -4.448
C 2.557 -0.931 -3.872
C -1.152 -0.694 -2.946
C -0.706 -1.952 -2.548
C -1.576 -3.040 -2.493
C -2.894 -2.878 -2.868
C -3.388 -1.619 -3.268
C -4.740 -1.463 -3.651
C -5.226 -0.238 -4.048
C -4.372 0.870 -4.082
C -3.044 0.744 -3.735
C -2.513 -0.494 -3.313
H -0.468 3.003 -3.794
H 0.678 3.070 -2.454
H -1.037 2.675 -2.145
H 2.151 2.445 -4.292
H 4.341 2.178 -5.360
H 5.415 -0.046 -5.452
H 4.279 -2.027 -4.505
H 2.051 -1.816 -3.506
H 0.338 -2.100 -2.290
H -1.211 -4.016 -2.200
H -3.560 -3.732 -2.885
H -5.394 -2.326 -3.631
H -6.260 -0.136 -4.347
H -4.755 1.831 -4.401
H -2.394 1.607 -3.821
O 2.431 -0.665 -0.089
N 1.460 -0.214 -0.265
*
```

4.
This record from the OMol25 dataset describes a molecular structure, C30H34MnN6OS. The level of theory is ωB97M-V with the def2-TZVPD basis set.

Summary:
ΔE to the lowest compared entry with this formula, charge and spin in kcal per mole: 5.9
Maximum force in Eh/bohr: 0.0051
HOMO energy (spin up / spin down) in eV: -13.953 / -14.454
Kohn-Sham gap (spin up / spin down) in eV: 8.9 / 9.3

```
! RIJCOSX wB97M-V def2-TZVPD def2/J DEFGRID3
* xyz 2 6
Mn -0.889 1.080 0.346
C -2.442 3.485 1.543
C -1.098 3.612 2.260
C -0.817 2.424 3.145
C -0.542 2.570 4.497
C -0.364 1.442 5.279
C -0.486 0.190 4.695
C -0.760 0.123 3.343
N -0.905 1.212 2.575
N -2.348 2.743 0.266
C -1.945 3.630 -0.835
C -1.538 2.832 -2.054
C -1.481 3.420 -3.311
C -1.073 2.652 -4.385
C -0.747 1.316 -4.178
C -0.843 0.808 -2.899
N -1.231 1.547 -1.855
C -3.645 2.099 -0.060
C -3.808 0.721 0.538
C -5.049 0.281 0.971
C -5.186 -1.028 1.405
C -4.079 -1.860 1.398
C -2.869 -1.345 0.971
N -2.729 -0.083 0.548
H -2.884 4.469 1.355
H -3.140 2.940 2.183
H -1.097 4.515 2.872
H -0.283 3.755 1.537
H -0.483 3.559 4.928
H -0.146 1.540 6.334
H -0.377 -0.717 5.272
H -0.876 -0.837 2.851
H -1.106 4.249 -0.503
H -2.755 4.324 -1.097
H -1.757 4.457 -3.439
H -1.016 3.084 -5.374
H -0.434 0.681 -4.993
H -0.617 -0.232 -2.693
H -3.713 1.998 -1.146
H -4.477 2.742 0.247
H -5.893 0.954 0.958
H -6.148 -1.392 1.738
H -4.144 -2.886 1.724
H -1.977 -1.961 0.969
C 4.386 -2.052 -3.245
C 3.263 -1.054 -3.474
C 3.033 -0.104 -2.310
N 2.613 -0.854 -1.121
C 1.986 -0.352 -0.084
S 1.577 1.318 0.012
N 1.654 -1.139 0.980
C 1.421 -2.547 1.035
O 0.390 -2.912 1.546
C 2.468 -3.437 0.507
C 3.815 -3.094 0.651
C 4.795 -3.982 0.236
C 4.426 -5.192 -0.338
C 3.086 -5.530 -0.486
C 2.101 -4.663 -0.047
H 4.539 -2.670 -4.127
H 4.186 -2.740 -2.420
H 5.325 -1.543 -3.028
H 2.328 -1.573 -3.704
H 3.489 -0.439 -4.346
H 2.252 0.625 -2.528
H 3.943 0.446 -2.060
H 2.932 -1.815 -1.061
H 1.200 -0.632 1.728
H 4.092 -2.152 1.111
H 5.838 -3.737 0.367
H 5.191 -5.883 -0.665
H 2.813 -6.476 -0.931
H 1.055 -4.927 -0.126
*
```

Which value of ΔE to the lowest compared entry with this formula, charge and spin does entry 3 give?
48.2 kcal per mole